## a
The following is a DFT calculation (ωB97M-V with the def2-TZVPD basis set) of the molecule C4H8N4.

Values from the calculation:
- structure (SMILES) = N=C=C(N)/C(N)=C/N
- HOMO (eV) = -6.6
- lowest unoccupied orbital energy (Eh) = 0.0333
- Kohn-Sham gap (Eh) = 0.277

Cartesian coordinates (Å):
1 N 1.57 1.52 -1.82
2 C 0.76 1.11 -0.98
3 C -0.32 1.04 -0.16
4 N -1.32 2.00 0.07
5 C -0.31 -0.25 0.44
6 N -1.49 -0.91 0.77
7 C 0.96 -0.80 0.45
8 N 1.19 -2.18 0.62
9 H 1.21 1.71 -2.75
10 H -1.70 2.01 1.01
11 H -1.32 2.79 -0.56
12 H -1.40 -1.89 0.98
13 H -2.29 -0.71 0.18
14 H 1.79 -0.20 0.78
15 H 0.52 -2.80 0.18
16 H 2.15 -2.44 0.79

Atom charges from the Mulliken analysis, given in e for atoms 1 to 5: atom 1 (N): -0.629, atom 2 (C): 0.151, atom 3 (C): 0.426, atom 4 (N): -0.512, atom 5 (C): 0.160

---

## b
The following is a DFT calculation (ωB97M-V with the def2-TZVPD basis set) of the molecule C4H8N4.

Values from the calculation:
- structure (SMILES) = [H]/N=C\N1C=NCCN1
- HOMO (eV) = -8.5
- lowest unoccupied orbital energy (Eh) = 0.0313
- Kohn-Sham gap (Eh) = 0.344

Cartesian coordinates (Å):
1 H 1.12 2.62 -0.38
2 N 1.98 2.00 -0.67
3 C 1.60 0.79 -0.81
4 N 0.40 0.22 -0.44
5 C 0.07 -1.06 -0.79
6 N -0.87 -1.76 -0.30
7 C -1.75 -1.15 0.64
8 C -0.95 -0.12 1.45
9 N -0.34 0.89 0.52
10 H 2.29 0.16 -1.47
11 H 0.64 -1.53 -1.56
12 H -2.69 -0.80 0.15
13 H -2.03 -1.92 1.37
14 H -1.58 0.50 2.11
15 H -0.14 -0.59 1.93
16 H 0.37 1.39 1.12

Atom charges from the Mulliken analysis, given in e for atoms 1 to 5: atom 1 (H): 0.275, atom 2 (N): -0.663, atom 3 (C): 0.136, atom 4 (N): 0.247, atom 5 (C): 0.120

---

## c
The following is a DFT calculation (ωB97M-V with the def2-TZVPD basis set) of a structure of composition C4H8N4.

Values from the calculation:
- HOMO (eV) = -9.8
- lowest unoccupied orbital energy (Eh) = -0.0126
- Kohn-Sham gap (Eh) = 0.346

Cartesian coordinates (Å):
1 C 1.24 -0.30 0.60
2 C -1.04 -1.01 0.29
3 C 2.29 0.79 0.31
4 C -2.46 -0.59 -0.14
5 N 1.74 -1.49 -0.06
6 N 0.84 -2.02 -0.74
7 N -0.14 0.01 0.16
8 N -0.29 -1.55 -0.86
9 H 1.33 -0.52 1.76
10 H -1.14 -1.72 1.22
11 H 3.28 0.53 0.83
12 H 2.09 1.83 0.82
13 H 2.55 0.84 -0.76
14 H -2.29 -0.30 -1.21
15 H -2.86 0.22 0.49
16 H -3.13 -1.52 -0.09

Atom charges from the Mulliken analysis, given in e for atoms 1 to 5: atom 1 (C): 0.400, atom 2 (C): 0.594, atom 3 (C): -1.179, atom 4 (C): -1.198, atom 5 (N): -0.183

---

## d
The following is a DFT calculation (ωB97M-V with the def2-TZVPD basis set) of the molecule C4H8N4.

Values from the calculation:
- structure (SMILES) = [H]\N=C(N)/C=C\C=N\N
- HOMO (eV) = -8.5
- lowest unoccupied orbital energy (Eh) = -0.0012
- Kohn-Sham gap (Eh) = 0.313

Cartesian coordinates (Å):
1 H -0.18 0.22 -0.97
2 N 0.89 0.47 -1.10
3 C 1.40 -0.56 -0.28
4 N 2.86 -0.98 -0.37
5 C 0.80 -1.13 0.86
6 C -0.37 -0.72 1.20
7 C -1.41 0.30 0.81
8 N -1.65 0.58 -0.45
9 N -2.37 1.66 -0.59
10 H 3.43 -0.61 0.46
11 H 3.31 -0.54 -1.36
12 H 1.24 -2.01 1.42
13 H -0.66 -0.96 2.17
14 H -1.94 0.71 1.62
15 H -2.65 2.03 -1.48
16 H -3.12 1.75 0.08

Atom charges from the Mulliken analysis, given in e for atoms 1 to 5: atom 1 (H): 0.485, atom 2 (N): -0.747, atom 3 (C): 0.407, atom 4 (N): -0.598, atom 5 (C): -0.379

---

Relative to the most stable one, in eV, the structures come out at a 0.439; b 0.000; c 2.710; d 2.575.

---

## a
The following is a DFT calculation (ωB97M-V with the def2-TZVPD basis set) of the molecule C4H8N4.

Values from the calculation:
- structure (SMILES) = [H]/N=C(N)\N=C\N1CC1
- HOMO (eV) = -8.9
- lowest unoccupied orbital energy (Eh) = 0.0340
- Kohn-Sham gap (Eh) = 0.362

Cartesian coordinates (Å):
1 H -0.27 0.51 2.56
2 N -1.34 0.78 2.31
3 C -1.28 1.09 0.98
4 N -2.15 1.89 0.36
5 N -0.28 0.90 -0.04
6 C -0.34 -0.35 -0.30
7 N 0.56 -0.84 -1.28
8 C 2.08 -0.49 -1.12
9 C 1.46 -1.76 -0.60
10 H -2.90 2.45 0.86
11 H -2.07 1.65 -0.62
12 H -1.11 -1.15 0.04
13 H 2.45 0.25 -0.57
14 H 2.49 -0.32 -2.07
15 H 1.66 -2.77 -1.11
16 H 1.04 -1.84 0.58

Atom charges from the Mulliken analysis, given in e for atoms 1 to 5: atom 1 (H): 0.238, atom 2 (N): -0.677, atom 3 (C): 0.493, atom 4 (N): -0.379, atom 5 (N): -0.588

---

## b
The following is a DFT calculation (ωB97M-V with the def2-TZVPD basis set) of a structure of composition C4H8N4.

Values from the calculation:
- HOMO (eV) = -8.7
- lowest unoccupied orbital energy (Eh) = -0.0082
- Kohn-Sham gap (Eh) = 0.311

Cartesian coordinates (Å):
1 C 0.18 -1.02 -0.37
2 C -0.95 -1.01 0.82
3 C -1.59 0.23 0.19
4 C 0.37 1.30 0.09
5 H 2.56 -0.33 0.92
6 H 2.80 1.37 -0.39
7 H -0.20 -0.99 -1.58
8 H 0.93 -1.78 -0.18
9 H -1.54 -1.91 0.51
10 H -0.63 -0.87 1.84
11 H -2.64 1.16 -0.91
12 H 1.09 2.07 0.10
13 N 2.28 0.01 -0.34
14 N 0.90 0.10 -0.33
15 N -2.72 0.15 -0.81
16 N -0.84 1.53 0.45

Atom charges from the Mulliken analysis, given in e for atoms 1 to 5: atom 1 (C): -0.645, atom 2 (C): -0.495, atom 3 (C): 0.236, atom 4 (C): 0.189, atom 5 (H): 0.243

---

Relative to the most stable one, in eV, the structures come out at a 0.000; b 3.761.